Entry 1:
ORCA calculation (ωB97M-V/def2-TZVPD) on the ion C4H6NO with charge +1 at a distorted geometry.

The geometry in XYZ format:
```
12
Properties=species:S:1:pos:R:3:forces:R:3:mulliken_spin:R:1
H -0.10090 2.27526 -0.17722 -0.6543 0.7199 -1.1226 0.002
H -2.01862 -2.12087 0.07278 0.9628 2.0106 -0.4032 -0.018
C 0.50213 1.52067 0.23602 0.0526 -2.3824 0.7800 0.025
C 0.51806 0.10388 -0.34933 -1.9780 4.1905 -0.6468 0.386
O 1.77332 -0.62670 0.15031 4.2194 -1.9569 2.8866 0.258
C -0.42664 -0.90953 -0.47299 -0.2775 -0.8235 -0.9758 0.481
H 0.10055 1.32958 1.21460 -0.2454 0.1727 1.0003 0.036
H -2.27134 -0.47406 0.54447 1.1735 -0.4382 -0.8898 -0.014
H -0.01290 -1.82539 -0.78532 0.5462 -0.8358 -0.8687 0.023
N -1.65610 -1.11759 -0.00544 -3.0220 -0.6105 1.8935 0.398
C 2.04860 0.06385 -0.79625 -0.7222 -0.7567 -1.6356 0.419
H 1.54384 1.78090 0.36836 -0.0552 0.7103 -0.0180 0.005
```
Forces are in eV/Å.

Computed properties:
HOMO level (alpha / beta) = -11.9 / -17.2 eV
Spin multiplicity = 3
Max |F| = 5.5 eV/A
LUMO (alpha / beta) = -4.75 / -8.27 eV
Net charge = +1
Energy relative to the best compared isomer or geometry (same formula, charge and spin) = 66.3 kcal per mole

---

Entry 2:
ORCA calculation (ωB97M-V/def2-TZVPD) on a cluster of 2 separate species, C4H6NO in total at a distorted geometry.

The geometry in XYZ format:
```
12
Properties=species:S:1:pos:R:3:forces:R:3:mulliken_spin:R:1
N 1.58343 0.57115 0.96228 0.6197 -0.4801 -0.6203 0.004
O -0.10264 -0.12626 -0.91565 1.9034 1.5311 1.3054 0.461
C 0.34489 0.54293 1.77112 0.4753 1.4823 -0.2056 -0.005
C 0.75807 1.70569 1.41776 -0.6318 -1.1856 0.6000 0.011
H -1.62523 -1.93401 -3.02029 -0.0976 -0.4836 -0.7845 0.104
H -2.74663 -1.68966 -1.59748 -0.8082 -0.3649 0.0902 0.106
H 1.48227 0.26269 -0.01984 0.0453 0.1648 0.3981 -0.002
C -0.91260 -0.77332 -1.47289 2.2416 1.7321 1.3216 0.762
H 0.77321 2.76398 1.29779 0.0468 0.3305 -0.0665 0.001
H -0.25483 -0.20947 2.22812 -0.1689 -0.2528 0.1010 -0.001
H 2.48875 0.38822 1.40022 -0.2442 0.0897 -0.0159 0.000
C -1.78870 -1.50195 -2.05113 -3.3813 -2.5634 -2.1237 0.561
```
Forces are in eV/Å.

Computed properties:
HOMO level (alpha / beta) = -9.7 / -16.1 eV
Spin multiplicity = 3
Max |F| = 4.7 eV/A
LUMO (alpha / beta) = -3.74 / -6.07 eV
Net charge = +1
Energy relative to the best compared isomer or geometry (same formula, charge and spin) = 62.7 kcal per mole